No. 1
Molecular formula: C4H3Cl4F3Si
Method: DFT, ωB97M-V with the def2-TZVPD basis set

Geometry as ORCA input:
```
! wB97M-V def2-TZVPD RIJCOSX def2/J DEFGRID3
* xyz 0 3
C 1.04943 0.80606 0.53503
C 1.52201 -0.55024 0.06165
C 0.17761 -1.29193 -0.03631
C -0.40253 0.00760 0.49188
F -0.19139 -2.48999 0.61700
F -0.15385 -1.59700 -1.37604
F -0.44397 1.04313 -1.71779
Si -1.78820 0.97114 -0.63754
Cl 2.49274 -1.52418 1.20940
Cl -0.83823 -0.09339 2.13873
Cl -2.57357 2.88393 -0.53785
Cl -3.22902 -0.38464 -0.99904
H 1.17088 1.20333 1.48317
H 1.23497 1.57579 -0.32882
H 1.97313 -0.55962 -0.90346
*
```

Results
E_HOMO (spin up / spin down), eV: -5.316 / -11.326
LUMO level (spin up / spin down), hartree: 0.00780 / -0.16831
HOMO-LUMO gap (spin up / spin down), eV: 5.5 / 6.7
Energy, eV: -70314.1821

---

No. 2
Molecular formula: C30H31FN4O5SiV
Method: DFT, ωB97M-V with the def2-TZVPD basis set

Geometry as ORCA input:
```
! wB97M-V def2-TZVPD RIJCOSX def2/J DEFGRID3
* xyz 1 3
V -1.37728 -1.57934 0.09615
C 2.97007 0.46629 -0.25020
Si 1.95529 -1.10270 -0.16495
C 2.32120 -2.06867 1.38567
C 2.19114 -2.11043 -1.71605
N 0.20672 -0.69436 -0.08793
C -0.47485 0.55579 -0.20857
C 0.10965 1.88209 0.22855
C -0.87594 3.02939 0.14366
C -3.37457 2.99677 -0.41870
C -3.45503 1.93422 -1.20496
C -2.44343 0.85275 -1.13347
F -2.89543 -0.26859 -1.83276
H 3.99477 0.18423 -0.49832
H 3.00155 1.00247 0.69681
H 2.62772 1.15449 -1.02221
H 3.36044 -2.39183 1.41738
H 1.69370 -2.95893 1.45052
H 2.13765 -1.45293 2.26790
H 3.19477 -2.53256 -1.75649
H 2.06117 -1.49102 -2.60503
H 1.47935 -2.93528 -1.76399
H 1.03061 1.98859 0.77586
H -0.33520 3.92592 0.41735
H -4.10482 3.78917 -0.50952
H -4.22097 1.81904 -1.95890
C 4.29595 4.64550 2.96098
C 3.31293 4.81110 1.83991
C 3.43529 4.09040 0.65872
C 2.55844 4.26995 -0.40150
C 1.51358 5.17746 -0.28387
N 0.58023 5.41765 -1.32416
C 0.25810 4.60286 -2.38306
O -0.02178 5.04632 -3.47207
N 0.29188 3.21522 -2.17190
C -0.36790 2.49660 -1.13871
C -2.32041 3.11316 0.65687
C -2.60923 2.08776 1.71999
C -2.47034 0.79084 1.48699
N -2.01453 0.32102 0.21108
C -0.99203 1.14305 -1.52353
C 1.37330 5.90484 0.89646
C 2.26623 5.72568 1.93643
H 4.85940 3.71950 2.85818
H 3.79429 4.63409 3.92784
H 5.01129 5.46861 2.97338
H 4.24916 3.38530 0.54918
H 2.69749 3.71667 -1.31680
H 0.42144 6.38794 -1.55387
H 0.19848 2.76394 -3.07081
H -2.41269 4.10073 1.10751
H -2.98025 2.40748 2.68431
H -2.70020 0.03184 2.22729
H -0.66724 0.72330 -2.47384
H 0.56003 6.61228 0.99458
H 2.14594 6.30566 2.84178
O -0.50210 -3.46922 -0.07790
C -1.65402 -3.93414 0.11564
O -2.56167 -3.02829 0.40233
C -1.99972 -5.33510 0.01215
C -3.32481 -5.73055 0.19909
C -3.69704 -7.06678 0.08598
C -2.69138 -7.95871 -0.21302
O -2.79702 -9.29210 -0.37727
C -1.47834 -9.77737 -0.65909
O -0.60156 -8.65448 -0.68184
C -1.36361 -7.56445 -0.39621
C -0.97856 -6.26036 -0.29288
H -4.06638 -4.98261 0.43471
H -4.71582 -7.39311 0.22322
H -1.48028 -10.25817 -1.63940
H -1.17594 -10.46127 0.13744
H 0.04315 -5.94460 -0.43807
*
```

Results
Relative energy (zero: lowest compared OMol25 entry of this formula, charge and spin), eV: 4.264
E_HOMO (spin up / spin down), eV: -10.827 / -10.850
LUMO level (spin up / spin down), hartree: -0.13515 / -0.12276
HOMO-LUMO gap (spin up / spin down), eV: 7.1 / 7.5
Energy, eV: -84087.9012

---

No. 3
Molecular formula: C28H39N2O6S2Y
Method: DFT, ωB97M-V with the def2-TZVPD basis set

Geometry as ORCA input:
```
! wB97M-V def2-TZVPD RIJCOSX def2/J DEFGRID3
* xyz 2 1
Y 13.46628 8.66382 16.18595
C 10.01677 8.69801 16.79385
O 11.20427 8.00978 16.28585
C 10.84470 6.56860 16.00458
C 12.02011 6.07226 15.24237
O 13.27533 6.38716 15.95307
C 13.45576 5.50455 17.05822
C 13.10551 6.11829 18.41781
O 13.38634 7.49891 18.28582
C 13.32503 8.16736 19.55588
H 9.27180 8.54637 16.04523
H 9.75456 8.36016 17.81371
H 10.30214 9.74726 16.83981
H 10.68052 6.08436 16.95814
H 9.92136 6.57414 15.43600
H 11.95122 4.99609 15.02623
H 12.10843 6.59326 14.26566
H 12.78856 4.61425 16.89822
H 14.50358 5.21858 16.96446
H 12.07647 5.94229 18.79941
H 13.72450 5.60077 19.19422
H 12.38099 8.76190 19.48395
H 13.29777 7.36046 20.32398
H 14.17657 8.81875 19.64041
C 17.56732 9.74506 14.65715
C 16.90426 8.97772 15.83147
C 18.00320 8.48496 16.88568
O 15.96762 7.90776 15.44857
C 16.17880 10.02812 16.78489
O 16.86145 10.99748 17.10053
O 14.98709 9.72124 17.29105
H 18.04858 9.08037 13.88871
H 18.31084 10.42196 15.13167
H 16.82507 10.38103 14.15861
H 18.63943 7.75392 16.35247
H 17.40606 8.00278 17.67512
H 18.56065 9.40303 17.22747
H 16.03388 7.82373 14.47321
S 12.15940 11.22288 16.13581
C 11.69395 11.51007 14.54418
N 10.85442 12.55126 14.20395
C 10.51257 12.75423 12.79624
C 10.31656 11.44235 12.11430
N 11.52880 10.64425 12.25902
C 11.76703 9.57240 11.23318
C 11.57686 10.04445 9.82094
C 10.77642 9.27602 8.94578
C 10.67892 9.47884 7.57204
C 11.47028 10.47485 7.03464
C 12.25873 11.25500 7.83036
C 12.22417 11.10306 9.20999
C 12.22048 10.67395 13.42767
S 13.63937 9.73333 13.58581
C 10.76510 13.72301 14.99573
C 9.58658 13.68975 15.93549
C 9.80011 13.34504 17.30578
C 8.72464 13.12537 18.19288
C 7.46841 13.40326 17.71631
C 7.19784 13.87624 16.47099
C 8.24259 13.97565 15.56293
H 11.36470 13.27513 12.32384
H 9.57372 13.28118 12.76032
H 10.12721 11.61752 11.05923
H 9.43372 10.85341 12.52448
H 11.09077 8.73113 11.48456
H 12.82988 9.23331 11.28768
H 10.31020 8.35235 9.33438
H 10.03412 8.79843 7.03433
H 11.48076 10.72039 5.93954
H 12.89926 12.01077 7.37487
H 12.94529 11.71705 9.78794
H 10.79645 14.61599 14.40033
H 11.65206 13.70965 15.69042
H 10.81896 13.19355 17.70824
H 8.80606 12.92347 19.24632
H 6.62475 13.36306 18.47028
H 6.20644 14.20315 16.15637
H 8.11605 14.30630 14.53350
*
```

Results
Relative energy (zero: lowest compared OMol25 entry of this formula, charge and spin), eV: 1.301
E_HOMO, eV: -13.756
LUMO level, hartree: -0.26496
HOMO-LUMO gap, eV: 6.5
Energy, eV: -67635.8049